# 1
Here is 3 unconnected molecules or ions with the total composition C36H66N6O4P2 in a non-equilibrium geometry from the OMol25 dataset. Energies are from the ωB97M-V functional and the def2-TZVPD basis.

Values from the calculation:
**Structure (SMILES)**: C#Cc1cc(CCCCCCCCCCCC)cc2c1C(=O)C=CC2=O.CN(C)P(=O)(N(C)C)N(C)C.CN(C)P(=O)(N(C)C)N(C)C
**F_max**: 0.1387 hartree/bohr
**Gap between HOMO and LUMO**: 7.25 eV
**Calculated total energy**: -74103.374 eV

Cartesian coordinates (Å):
C1 -4.64229 -4.98559 -1.52736
C2 -4.10473 -4.07932 -2.11811
C3 -3.06687 -3.12572 -2.57933
C4 -2.88851 -1.95170 -1.79150
C5 -1.88534 -1.05563 -2.19122
C6 -1.70226 0.22403 -1.33538
C7 -1.45124 1.46853 -2.24409
C8 -2.45189 1.61633 -3.41660
C9 -3.87586 2.10169 -2.99763
C10 -4.84584 1.85293 -4.21726
C11 -6.25636 1.33893 -3.78519
C12 -6.42415 -0.23378 -3.95972
C13 -6.92282 -0.80224 -2.60701
C14 -7.24361 -2.34787 -2.64756
C15 -8.67520 -2.50439 -3.24179
C16 -9.35274 -3.91011 -3.04124
C17 -8.65744 -4.85198 -2.01424
C18 -1.05200 -1.27988 -3.32924
C19 -1.30306 -2.42992 -4.07628
C20 -2.30847 -3.37601 -3.72966
C21 -2.47906 -4.58943 -4.63943
O1 -2.97274 -5.63695 -4.31131
C22 -2.00462 -4.38288 -6.08935
C23 -1.05322 -3.51257 -6.41780
C24 -0.42315 -2.65074 -5.32298
O2 0.66743 -2.15409 -5.44944
H1 -5.08511 -5.74049 -0.89162
H2 -3.52208 -1.78509 -0.91336
H3 -2.64306 0.38717 -0.76374
H4 -0.90324 0.07416 -0.58110
H5 -0.41586 1.38120 -2.64082
H6 -1.47902 2.38078 -1.61797
H7 -2.03177 2.39423 -4.09438
H8 -2.57504 0.71138 -4.03679
H9 -3.80541 3.19838 -2.84511
H10 -4.28788 1.57551 -2.11694
H11 -4.99759 2.82618 -4.73588
H12 -4.41939 1.16395 -4.96952
H13 -7.08053 1.82803 -4.33486
H14 -6.37738 1.57421 -2.70709
H15 -5.44859 -0.64350 -4.28358
H16 -7.14797 -0.40186 -4.78571
H17 -6.06819 -0.70846 -1.89528
H18 -7.75312 -0.21185 -2.17911
H19 -6.51964 -2.86743 -3.30127
H20 -7.16553 -2.67371 -1.59292
H21 -8.56818 -2.36589 -4.34220
H22 -9.35858 -1.68854 -2.92575
H23 -10.37818 -3.71451 -2.65871
H24 -9.45662 -4.47448 -3.98688
H25 -9.40061 -5.62036 -1.70103
H26 -8.38135 -4.33370 -1.07429
H27 -7.80380 -5.40974 -2.43764
H28 -0.27533 -0.54228 -3.54535
H29 -2.48244 -4.98146 -6.87707
H30 -0.71898 -3.35726 -7.45353
C25 2.84108 4.18838 2.29278
N1 1.41299 4.02963 2.11369
C26 0.97774 4.68140 0.88400
P1 0.53337 2.58333 2.46719
O3 0.99886 1.81390 1.23573
N2 1.27122 1.52487 3.60558
C27 2.44362 1.82323 4.39873
C28 1.24575 0.10417 3.26854
N3 -0.19234 3.41139 3.81220
C29 0.03967 4.76746 4.27541
C30 -1.04612 2.64118 4.71019
H31 3.13004 5.22682 2.10860
H32 3.42696 3.53804 1.62908
H33 3.14552 4.01443 3.32154
H34 -0.10724 4.83482 0.90357
H35 1.22476 4.08954 -0.00597
H36 1.43093 5.66913 0.77684
H37 3.35361 1.82555 3.79256
H38 2.57976 1.07950 5.18924
H39 2.34470 2.77676 4.92213
H40 2.06527 -0.17305 2.59309
H41 0.30500 -0.16358 2.78776
H42 1.32581 -0.51001 4.16970
H43 1.02521 4.86580 4.73814
H44 -0.70411 5.06380 5.02094
H45 -0.05261 5.49822 3.47438
H46 -0.51629 2.39649 5.63573
H47 -1.36613 1.70873 4.24612
H48 -1.95764 3.19008 4.96393
C31 5.88339 -1.61825 2.93141
N4 6.26202 -0.32590 2.40162
C32 5.12417 0.31380 1.75282
P2 7.30532 0.79596 3.19670
O4 6.29126 1.28948 4.21909
N5 8.39351 0.13132 4.35757
C33 8.62244 -1.27521 4.58996
C34 8.52341 0.87017 5.61019
N6 8.51453 0.48111 1.99103
C35 8.45831 -0.43989 0.87025
C36 9.82871 1.09085 2.16310
H49 5.31233 -2.17775 2.18567
H50 5.28300 -1.54197 3.84821
H51 6.74767 -2.25019 3.12228
H52 5.47007 1.11940 1.09535
H53 4.42537 0.74100 2.47806
H54 4.57381 -0.38585 1.12048
H55 7.77456 -1.74800 5.10043
H56 9.50653 -1.42331 5.21712
H57 8.83889 -1.80639 3.66052
H58 7.72764 0.61527 6.32224
H59 8.48734 1.94430 5.43213
H60 9.48541 0.66102 6.08625
H61 8.51362 -1.47877 1.20640
H62 9.28999 -0.27380 0.17945
H63 7.55935 -0.30635 0.27169
H64 10.55199 0.35819 2.53387
H65 9.78979 1.91740 2.87198
H66 10.20272 1.50616 1.22297



# 2
Here is 16 unconnected molecules or ions with the total composition C47H62IN18O6 in a non-equilibrium geometry from the OMol25 dataset. Energies are from the ωB97M-V functional and the def2-TZVPD basis.

Values from the calculation:
**Net charge**: +1
**F_max**: 0.0435 hartree/bohr
**Gap between HOMO and LUMO**: 8.10 eV
**Calculated total energy**: -96936.970 eV

Cartesian coordinates (Å):
C1 4.44218 -0.37921 4.38288
O1 4.96369 -0.98713 3.17372
C2 4.38454 -0.52044 2.02281
O2 4.87215 -0.86311 0.98931
C3 3.20100 0.43798 2.08201
C4 3.46444 1.78970 2.34369
C5 2.40124 2.66980 2.39017
C6 2.71649 4.09348 2.66612
C7 2.49266 4.69539 3.90273
C8 2.77691 6.02594 4.18621
N1 3.33412 6.81817 3.26566
C9 3.58090 6.23969 2.10242
C10 3.30605 4.93773 1.70218
N2 1.13621 2.23676 2.17232
I1 -0.34623 3.69739 2.27274
C11 0.86094 0.95507 1.90462
C12 -0.56068 0.47125 1.63854
O3 -1.04213 -0.37304 2.67107
O4 -0.39377 0.05079 3.86323
C13 1.88875 0.00517 1.86813
N3 1.48969 -1.34182 1.61163
C14 1.95909 -2.29020 2.58883
C15 2.81292 -3.47301 2.10027
O5 1.72495 -2.17017 3.75894
C16 1.67076 -1.76044 0.22260
C17 0.50533 -2.55846 -0.36694
O6 2.61231 -1.48620 -0.45713
H1 3.38949 -0.65032 4.53934
H2 4.61114 0.69575 4.45116
H3 5.00457 -0.83443 5.21017
H4 4.46627 2.16368 2.53116
H5 2.04811 4.08810 4.69813
H6 2.57970 6.44530 5.18506
H7 4.06831 6.87313 1.35270
H8 3.52869 4.56956 0.70094
H9 -1.27118 1.26579 1.38294
H10 -0.49798 -0.18141 0.75227
H11 -0.64067 -0.64320 4.49569
H12 3.22210 -4.01611 2.95581
H13 2.18838 -4.15070 1.49547
H14 3.64404 -3.09493 1.48659
H15 0.83695 -3.36881 -1.01949
H16 -0.22245 -1.88371 -0.83541
H17 -0.02687 -3.00254 0.49425
C18 8.04039 2.22204 4.33864
C19 6.61532 2.48619 4.44990
N4 5.49085 2.70438 4.54568
H18 8.62878 3.06254 4.70554
H19 8.32840 1.34361 4.91726
H20 8.33359 2.04552 3.30312
C20 -3.18781 -3.39165 1.07528
C21 -2.84416 -2.75230 -0.18649
N5 -2.57791 -2.24895 -1.18365
H21 -4.23258 -3.70044 1.08679
H22 -2.58073 -4.28051 1.24495
H23 -3.03034 -2.71521 1.91586
C22 0.14530 8.36376 2.32022
C23 -1.02577 7.51215 2.16477
N6 -1.94975 6.84000 2.04020
H24 0.76582 8.34739 1.42486
H25 -0.14251 9.39822 2.50460
H26 0.76362 8.03849 3.15635
C24 -4.19978 -3.17799 -4.46232
C25 -5.61011 -3.01622 -4.78773
N7 -6.72206 -2.88649 -5.04389
H27 -3.97116 -2.79249 -3.46829
H28 -3.90146 -4.22599 -4.47789
H29 -3.56229 -2.64928 -5.16796
C26 1.98221 5.42009 8.78684
C27 2.36922 6.38204 7.76788
N8 2.67343 7.13281 6.95325
H30 1.48868 4.55399 8.34707
H31 2.84750 5.05820 9.34150
H32 1.29258 5.85873 9.50786
C28 3.95309 -0.02541 -3.13322
C29 3.43205 1.17810 -3.76653
N9 3.01979 2.12584 -4.26525
H33 5.00502 -0.17766 -3.37320
H34 3.86865 0.03028 -2.04861
H35 3.41055 -0.91255 -3.45752
C30 6.85402 -3.36963 1.81049
C31 7.09798 -4.80399 1.73436
N10 7.28741 -5.93392 1.67546
H36 7.78671 -2.80971 1.74272
H37 6.20945 -3.02692 1.00263
H38 6.37295 -3.09420 2.74832
C32 -9.88195 -4.27468 -6.15208
C33 -11.08918 -5.08315 -6.25839
N11 -12.03875 -5.72146 -6.34194
H39 -9.29639 -4.31189 -7.06985
H40 -10.11981 -3.22946 -5.95790
H41 -9.24180 -4.62033 -5.34148
C34 -1.75484 -3.53509 -8.08159
C35 -1.57353 -3.06979 -6.71391
N12 -1.43089 -2.70481 -5.63390
H42 -0.80476 -3.57845 -8.61305
H43 -2.19101 -4.53304 -8.10689
H44 -2.41400 -2.87775 -8.64364
C36 -4.24668 -0.26346 -10.58293
C37 -3.96282 -1.69195 -10.60283
N13 -3.74267 -2.81914 -10.61689
H45 -3.33947 0.32472 -10.70576
H46 -4.92976 0.01380 -11.38576
H47 -4.70390 0.03702 -9.64510
C38 -5.41737 -6.90576 -3.65947
C39 -5.22361 -6.43618 -2.29140
N14 -5.06898 -6.06113 -1.21769
H48 -4.47328 -6.96091 -4.20104
H49 -5.86207 -7.89991 -3.68130
H50 -6.07444 -6.24142 -4.22140
C40 -6.37335 3.22116 -7.98165
C41 -5.12325 2.66913 -8.48490
N15 -4.13801 2.23480 -8.88270
H51 -6.64461 4.13150 -8.51484
H52 -7.19277 2.51267 -8.09845
H53 -6.29734 3.46757 -6.92334
C42 -8.89275 -1.67498 -2.61169
C43 -10.29940 -1.37529 -2.38142
N16 -11.40759 -1.13917 -2.20091
H54 -8.25355 -0.85928 -2.27476
H55 -8.58536 -2.57373 -2.07768
H56 -8.68631 -1.83663 -3.66920
C44 -1.99062 3.87107 7.13110
C45 -0.76052 3.33199 7.69456
N17 0.20790 2.90499 8.14044
H57 -1.81923 4.84121 6.66471
H58 -2.40083 3.20605 6.37169
H59 -2.75088 4.00369 7.89989
C46 9.90757 -1.54219 4.14482
C47 9.46761 -0.80462 5.32072
N18 9.12642 -0.22829 6.25372
H60 10.82058 -2.10012 4.34906
H61 9.14998 -2.25529 3.82169
H62 10.11023 -0.87119 3.30998



# 3
Here is 2 unconnected molecules or ions with the total composition C2H7NO2 in a non-equilibrium geometry from the OMol25 dataset. Energies are from the ωB97M-V functional and the def2-TZVPD basis.

Values from the calculation:
**Net charge**: +1
**Spin multiplicity**: 2
**F_max**: 0.0484 hartree/bohr
**Gap between HOMO and LUMO (spin up / spin down)**: 12.81 / 6.63 eV
**Energy above the lowest of the compared OMol25 structures with the same formula, charge and spin**: 21.10 kcal/mol
**Calculated total energy**: -7762.993 eV

Cartesian coordinates (Å):
C1 -0.98665 -0.24909 -1.75423
C2 -0.54653 0.02766 -0.34505
N1 -0.14396 -1.09720 0.32319
O1 -0.63363 1.08924 0.24849
H1 -0.29795 -0.80954 -2.38238
H2 -1.11925 0.69100 -2.30046
H3 -1.97148 -0.71668 -1.80158
H4 0.22841 -1.94759 -0.09058
H5 -0.34683 -1.08650 1.32825
H6 1.06716 0.88113 1.21948
H7 2.16893 0.41173 2.16634
O2 1.88358 0.36080 1.23169